This record from OMol25 describes 7 unconnected molecules or ions with the total composition C24H58N4O10 in a non-equilibrium geometry. The level of theory is the ωB97M-V functional and the def2-TZVPD basis.

Properties
HOMO: -9.21 eV
E_LUMO: 0.479 eV
Structure (SMILES): CNC(C)=O.CNC(C)=O.CNC(C)=O.CNC(C)=O.COCCOC.COCCOC.COCCOC
Spin multiplicity: 1
Relative energy (zero: lowest compared OMol25 entry of this formula, charge and spin): 0.00 kJ/mol
Strongest force on any atom: 1.24 eV Å⁻¹
Orbital gap: 9.6876 eV
Molecular weight: 562.75 g mol⁻¹

Last column: Löwdin charge in e.
Element x y z (Å)
C: -3.52458 0.74546 -0.79685  -0.07
N: -3.41061 -0.28116 0.21054  0.01
C: -4.44081 -0.66879 1.01163  -0.55
C: -4.11076 -1.76208 1.99993  0.00
O: -5.53899 -0.15193 0.93301  0.04
H: -4.48136 0.63019 -1.31608  0.09
H: -2.76784 0.56948 -1.56077  0.06
H: -3.50045 1.75375 -0.38043  0.08
H: -2.51515 -0.75313 0.27330  0.07
H: -4.93621 -1.86465 2.70155  0.08
H: -3.20810 -1.54506 2.57865  0.07
H: -3.91810 -2.75584 1.59047  0.07
C: -1.32723 -2.79621 -3.80037  -0.04
N: -1.07967 -1.52073 -3.11520  0.04
C: -0.46051 -0.44533 -3.61374  -0.53
C: 0.18791 -0.50868 -4.98483  0.01
O: -0.43850 0.63341 -2.99852  -0.04
H: -2.40101 -2.95424 -3.91554  0.09
H: -0.82622 -3.55311 -3.20717  0.09
H: -1.02217 -2.73565 -4.84100  0.07
H: -1.44822 -1.45091 -2.17244  0.10
H: -0.49010 -0.95887 -5.71010  0.08
H: 1.05977 -1.16278 -4.92071  0.09
H: 0.44053 0.49329 -5.30720  0.08
C: 1.25255 1.03834 0.33577  -0.05
N: 0.43847 0.00052 -0.25899  0.05
C: 0.00373 -1.12053 0.32860  -0.53
C: 0.66464 -1.57236 1.60652  0.02
O: -0.93525 -1.77544 -0.15031  -0.03
H: 2.31873 0.79011 0.32657  0.09
H: 0.94126 1.33135 1.33866  0.07
H: 1.19274 1.92697 -0.29367  0.07
H: -0.10183 0.18995 -1.10163  0.09
H: 0.67091 -0.84214 2.41818  0.08
H: 1.73565 -1.69410 1.40861  0.09
H: 0.22206 -2.50969 1.92618  0.07
C: 3.12431 1.70339 -3.63615  -0.04
N: 2.60611 0.53510 -2.95225  0.03
C: 3.22938 -0.66156 -2.93801  -0.55
C: 2.57326 -1.79410 -2.15280  0.01
O: 4.34050 -0.84624 -3.41632  0.03
H: 4.16024 1.49064 -3.89290  0.09
H: 3.09873 2.54197 -2.93982  0.05
H: 2.58384 2.01737 -4.52982  0.08
H: 1.64281 0.62068 -2.65753  0.08
H: 2.95529 -1.81076 -1.13632  0.08
H: 2.82598 -2.73900 -2.63455  0.08
H: 1.48294 -1.76353 -2.23405  0.05
C: -1.67399 1.91924 2.34081  -0.09
O: -0.67651 2.88775 2.59352  -0.20
C: -0.20209 2.83491 3.91510  -0.22
C: 1.05367 3.64133 4.03446  -0.20
O: 1.99709 3.18697 3.09381  -0.18
C: 2.80117 4.15428 2.48298  -0.10
H: -1.30098 0.90247 2.49170  0.08
H: -2.01607 2.05994 1.31716  0.07
H: -2.54127 2.14179 2.97411  0.10
H: -0.10966 1.79036 4.24332  0.13
H: -0.94320 3.24545 4.62077  0.13
H: 1.48656 3.54524 5.03634  0.13
H: 0.83151 4.71095 3.95302  0.13
H: 3.15153 3.73504 1.53586  0.08
H: 3.69657 4.41376 3.05890  0.09
H: 2.20648 5.03430 2.21484  0.08
C: -2.63369 -6.74219 2.24939  -0.08
O: -2.08915 -6.52901 0.94023  -0.18
C: -1.22313 -5.41949 0.90288  -0.22
C: 0.10838 -5.61821 1.58759  -0.21
O: -0.04101 -5.54443 2.99358  -0.22
C: 1.15229 -5.63116 3.72230  -0.11
H: -3.42248 -7.46961 2.07430  0.09
H: -3.00860 -5.79646 2.64851  0.09
H: -1.87571 -7.12394 2.93355  0.08
H: -1.69869 -4.53199 1.33398  0.11
H: -1.05861 -5.18252 -0.14672  0.12
H: 0.83144 -4.85395 1.27455  0.11
H: 0.57400 -6.58522 1.36296  0.13
H: 1.49542 -6.67279 3.75897  0.09
H: 0.96821 -5.29436 4.74319  0.09
H: 1.91329 -4.95698 3.30530  0.09
C: 3.20579 4.49767 -1.20803  -0.12
O: 1.82922 4.23522 -1.02583  -0.22
C: 1.11444 5.40743 -0.68368  -0.19
C: -0.37343 5.11178 -0.46325  -0.19
O: -1.08551 4.60690 -1.55267  -0.15
C: -0.90498 3.24503 -1.82254  -0.12
H: 3.62193 5.11621 -0.40404  0.09
H: 3.34630 4.97251 -2.18492  0.10
H: 3.72882 3.54077 -1.16820  0.08
H: 1.26822 6.24797 -1.36515  0.13
H: 1.46534 5.70568 0.31320  0.10
H: -0.81869 6.06788 -0.18445  0.13
H: -0.47600 4.44176 0.39957  0.12
H: -1.12596 2.63204 -0.93705  0.07
H: 0.12042 2.96127 -2.07612  0.06
H: -1.53740 2.94500 -2.65020  0.09